[1]
Density functional theory data (ωB97M-V with the def2-TZVPD basis set) for the ion C2H6NS with charge -1.

Geometry as XYZ:
```
10
Properties=species:S:1:pos:R:3:forces:R:3
H -1.3488 0.4208 0.7060 0.0 -0.1 0.0
H 1.6055 0.3204 0.1874 1.0 0.4 -0.4
C 0.7639 -0.0159 0.7465 -1.3 0.1 0.0
S 0.8127 -1.8198 0.9016 0.0 -0.1 0.2
C -0.5000 0.5025 0.0173 -0.3 -0.4 0.2
H 0.7459 0.4990 1.7131 0.3 -0.1 0.1
H -0.4190 1.5611 -0.2163 0.2 0.4 -0.1
N -0.8612 -0.2126 -1.2164 0.5 -0.2 0.0
H -0.6992 -1.1947 -0.9587 -0.2 0.0 0.0
H -0.0999 -0.0609 -1.8806 -0.1 0.1 0.0
```
Forces are in eV/Å.

The energy above the lowest of the compared OMol25 structures with the same formula, charge and spin comes out at 1.11 kcal/mol. The value obtained for the LUMO energy is 4.4 eV. As for the structure (SMILES): NCC[S-]. As for the total energy: -532.76939 Ha. The total charge is -1. The value obtained for the max |F| is 1.3 eV/A. The value obtained for the orbital gap is 6.8 eV.

Let us look at the Mulliken charges, expressed in e, one per atom:
1 H 0.27
2 H 0.23
3 C -0.58
4 S -0.69
5 C -0.62
6 H 0.23
7 H 0.34
8 N -0.67
9 H 0.25
10 H 0.24

[2]
Density functional theory data (ωB97M-V with the def2-TZVPD basis set) for a cluster of 2 separate species, C2H6NS3 in total.

Geometry as XYZ:
```
12
Properties=species:S:1:pos:R:3:forces:R:3
H 0.3099 0.2893 1.6809 0.4 0.2 0.2
H 1.7471 0.5564 0.6530 -0.4 0.1 -0.5
C -0.2124 -0.3878 -0.1499 1.4 0.1 0.5
C 0.9326 -0.1213 0.8789 -1.5 -2.0 0.2
H -0.7469 3.6848 -1.1012 0.3 0.6 0.6
S 1.7621 -1.7534 1.5755 -2.2 1.6 0.2
N -0.7973 -1.5211 -0.2480 -1.0 0.9 -0.8
S -2.0368 1.5860 -1.3372 -0.1 -1.6 1.0
H -1.6308 -1.6729 -0.8307 0.5 0.5 0.1
H 2.6802 -1.5337 0.7113 1.6 -0.2 -1.1
H -0.5721 -2.3338 0.2883 0.8 -0.6 0.7
S -1.4355 3.2075 -2.1209 0.3 0.5 -1.1
```
Forces are in eV/Å.

The energy above the lowest of the compared OMol25 structures with the same formula, charge and spin comes out at 67.83 kcal/mol. The value obtained for the LUMO energy (spin up / spin down) is -6.8 / -6.0 eV. As for the total energy: -1328.73450 Ha. The total charge is +1. The value obtained for the max |F| is 2.7 eV/A. The value obtained for the orbital gap (spin up / spin down) is 6.1 / 7.5 eV.

Let us look at the Mulliken charges, expressed in e, one per atom:
1 H 0.28
2 H 0.41
3 C 0.32
4 C -0.69
5 H 0.22
6 S -0.13
7 N -0.18
8 S 0.04
9 H 0.29
10 H 0.17
11 H 0.20
12 S 0.07

[3]
Density functional theory data (ωB97M-V with the def2-TZVPD basis set) for the molecule C2H6O.

Geometry as XYZ:
```
9
Properties=species:S:1:pos:R:3:forces:R:3
C -0.0640 -0.5933 0.3281 -1.6 -0.1 -4.2
H -0.9102 1.3005 0.9420 -0.6 -0.1 -1.7
H -0.1134 -0.8881 1.3575 0.3 -0.1 0.4
H -0.7713 -1.2429 -0.3420 0.6 0.9 1.8
H 1.2065 -1.0371 -1.1950 -0.5 0.3 1.2
O 1.2078 -0.8115 -0.2395 1.7 -0.9 -0.3
C -0.3983 0.8858 0.0217 1.5 0.0 2.9
H 0.5909 1.4081 0.1276 -0.7 -0.4 -0.5
H -0.7480 0.9786 -1.0004 -0.6 0.5 0.3
```
Forces are in eV/Å.

The energy above the lowest of the compared OMol25 structures with the same formula, charge and spin comes out at 16.02 kcal/mol. The value obtained for the LUMO energy is 1.0 eV. As for the structure (SMILES): CCO. As for the total energy: -155.00029 Ha. The value obtained for the max |F| is 4.5 eV/A. The value obtained for the orbital gap is 11.0 eV.

Let us look at the Mulliken charges, expressed in e, one per atom:
1 C -0.23
2 H 0.27
3 H 0.32
4 H 0.16
5 H 0.31
6 O -0.55
7 C -0.83
8 H 0.24
9 H 0.30

[4]
Density functional theory data (ωB97M-V with the def2-TZVPD basis set) for a structure of composition C2H6O18S4Y.

Geometry as XYZ:
```
31
Properties=species:S:1:pos:R:3:forces:R:3
O -8.7141 6.0105 24.6127 0.0 0.2 0.9
O -6.9016 9.6065 18.6387 2.6 4.6 4.0
O -6.7789 -0.1556 20.3431 0.3 -1.9 0.3
O -1.9063 7.6770 19.7974 -0.1 -0.2 -5.2
C -0.6720 2.6531 18.0663 0.7 -1.6 -0.1
O 0.0032 8.4056 21.1552 0.1 -0.2 -0.1
O -7.0090 2.1041 19.7191 -1.2 1.9 -3.6
S -1.4567 8.1336 21.0823 -0.9 -1.0 1.7
O -1.1865 2.7808 19.3984 -0.7 0.0 -1.2
H -3.0784 2.9544 16.2062 -1.0 0.8 0.0
S -7.4166 8.8424 17.6025 -2.4 -2.7 -1.1
H -0.2185 3.5604 17.6673 -0.4 0.4 0.1
O -9.4074 7.1848 22.6851 -2.3 0.7 -1.7
H 0.1295 1.9152 18.1023 0.5 -0.2 0.0
O -7.2476 6.3552 22.7995 3.8 -2.1 -2.6
O -1.9193 6.9700 21.8701 0.6 -2.8 2.8
H -1.2851 1.8107 16.0989 0.1 0.6 -0.2
O -5.7434 1.7699 21.4925 2.2 -0.6 2.3
C -1.7232 2.0507 17.0677 1.1 2.0 3.1
O -2.2593 9.2234 21.5652 -0.1 2.8 0.4
O -7.2388 9.3714 16.2727 1.3 0.6 -2.2
O -2.7048 3.1175 17.0753 0.3 -2.0 -1.4
Y -4.4636 4.9476 20.0445 -0.8 0.7 1.1
O -7.7594 8.2239 24.0725 -0.2 0.4 0.8
O -8.1129 1.3514 21.6839 -2.0 -0.6 1.8
H -2.0127 1.0907 17.4952 -0.8 0.1 0.1
S -8.2895 6.9485 23.5541 -1.3 0.8 2.9
H -0.4846 2.8018 20.0529 0.1 0.2 -0.2
O -8.8497 8.6896 17.8120 -2.0 -0.6 0.0
O -6.7736 7.5289 17.8420 0.7 -2.2 -1.1
S -6.9585 1.2006 20.8573 1.9 1.9 -1.3
```
Forces are in eV/Å.

The energy above the lowest of the compared OMol25 structures with the same formula, charge and spin comes out at 0.31 kcal/mol. The value obtained for the LUMO energy is 7.6 eV. As for the total energy: -3064.40549 Ha. The total charge is -5. The value obtained for the max |F| is 6.6 eV/A. The value obtained for the orbital gap is 2.6 eV.

Let us look at the Mulliken charges, expressed in e, one per atom:
1 O -0.74
2 O -0.58
3 O -0.77
4 O -0.71
5 C -0.51
6 O -0.77
7 O -0.77
8 S 1.02
9 O -0.45
10 H 0.24
11 S 1.10
12 H 0.33
13 O -0.63
14 H 0.33
15 O -0.49
16 O -0.78
17 H 0.33
18 O -0.75
19 C -0.45
20 O -0.68
21 O -0.75
22 O -0.39
23 Y 1.79
24 O -0.69
25 O -0.67
26 H 0.27
27 S 1.14
28 H 0.27
29 O -0.69
30 O -0.60
31 S 1.03

[5]
Density functional theory data (ωB97M-V with the def2-TZVPD basis set) for a cluster of 2 separate species, C2H6O2 in total.

Geometry as XYZ:
```
10
Properties=species:S:1:pos:R:3:forces:R:3
H -0.8160 -1.1274 0.9478 2.2 1.0 -0.2
O -1.4961 1.8320 1.0925 -1.3 1.2 -0.1
H -0.6114 1.4982 1.0907 1.0 -0.2 0.0
O 0.1054 -0.6995 0.9644 -0.6 -0.7 0.5
H 1.3444 -2.1153 -0.1184 -0.5 -0.1 0.6
H -1.4956 2.8051 0.9553 0.3 -1.2 0.2
C 0.8067 -0.4872 -1.2795 -0.4 -0.6 -0.7
C 0.8457 -1.1451 -0.1343 -1.3 -0.3 -0.4
H 0.8155 -1.1025 -2.1950 1.2 0.7 0.3
H 0.5013 0.5417 -1.3236 -0.6 0.1 -0.1
```
Forces are in eV/Å.

The energy above the lowest of the compared OMol25 structures with the same formula, charge and spin comes out at 39.31 kcal/mol. The value obtained for the LUMO energy is 0.8 eV. As for the structure (SMILES): C=CO.O. As for the total energy: -230.21797 Ha. The value obtained for the max |F| is 2.4 eV/A. The value obtained for the orbital gap is 10.4 eV.

Let us look at the Mulliken charges, expressed in e, one per atom:
1 H 0.34
2 O -0.63
3 H 0.33
4 O -0.51
5 H 0.33
6 H 0.31
7 C -0.53
8 C -0.09
9 H 0.23
10 H 0.22

[6]
Density functional theory data (ωB97M-V with the def2-TZVPD basis set) for a cluster of 2 separate species, C2H6O2 in total.

Geometry as XYZ:
```
10
Properties=species:S:1:pos:R:3:forces:R:3
H -0.0594 1.9206 0.7666 -0.7 -0.4 0.4
H -1.0025 -1.1378 0.6796 0.0 1.5 0.7
H -1.9584 0.5542 1.0850 0.4 -1.1 -0.5
O 0.0335 -1.1685 -2.3158 1.8 0.0 -0.7
H -0.0883 -0.5809 -1.5695 0.0 0.2 0.3
C 0.0251 0.8265 0.8273 -1.6 -0.6 0.3
C -1.0316 -0.0301 0.8931 0.8 1.4 -0.4
H 1.7555 0.1708 1.4761 0.0 -0.5 0.9
H 1.0013 -1.0633 -2.5506 -1.7 -0.2 0.4
O 1.3248 0.5085 0.7081 1.1 -0.2 -1.5
```
Forces are in eV/Å.

The energy above the lowest of the compared OMol25 structures with the same formula, charge and spin comes out at 32.95 kcal/mol. The value obtained for the LUMO energy is 0.7 eV. As for the structure (SMILES): C=CO.O. As for the total energy: -230.22811 Ha. The value obtained for the max |F| is 1.9 eV/A. The value obtained for the orbital gap is 10.5 eV.

Let us look at the Mulliken charges, expressed in e, one per atom:
1 H 0.31
2 H 0.32
3 H 0.21
4 O -0.66
5 H 0.33
6 C -0.07
7 C -0.59
8 H 0.32
9 H 0.33
10 O -0.50

[7]
Density functional theory data (ωB97M-V with the def2-TZVPD basis set) for a cluster of 2 separate species, C2H6O2 in total.

Geometry as XYZ:
```
10
Properties=species:S:1:pos:R:3:forces:R:3
O 1.7254 1.2732 1.5439 0.2 0.1 -0.3
H 1.6650 2.8526 0.2467 0.1 0.2 -0.1
O -2.2742 -3.1330 -1.3364 1.7 0.0 0.6
H 3.1107 1.8493 0.1460 0.4 0.2 0.1
H -3.6347 -3.0398 -2.7725 -0.3 -0.2 0.0
H 1.7447 1.4772 2.4781 0.0 0.0 0.1
H -4.2094 -3.3877 -0.9945 -0.3 -0.2 -0.1
C 2.4181 2.3252 0.8323 -1.3 -0.8 0.4
H 2.8462 2.9963 1.5663 0.5 0.2 -0.3
C -3.3917 -3.2134 -1.7097 -1.1 0.4 -0.4
```
Forces are in eV/Å.

The energy above the lowest of the compared OMol25 structures with the same formula, charge and spin comes out at 37.62 kcal/mol. The value obtained for the LUMO energy is 1.1 eV. As for the structure (SMILES): C=O.CO. As for the total energy: -230.22067 Ha. The value obtained for the max |F| is 1.8 eV/A. The value obtained for the orbital gap is 11.2 eV.

Let us look at the Mulliken charges, expressed in e, one per atom:
1 O -0.50
2 H 0.20
3 O -0.35
4 H 0.18
5 H 0.21
6 H 0.30
7 H 0.22
8 C -0.43
9 H 0.25
10 C -0.08

[8]
Density functional theory data (ωB97M-V with the def2-TZVPD basis set) for a cluster of 2 separate species, C2H6O2 in total.

Geometry as XYZ:
```
10
Properties=species:S:1:pos:R:3:forces:R:3
C 0.9655 0.3741 -1.0239 -2.0 0.5 -0.6
H 1.5912 0.9213 -1.7263 0.2 1.1 1.2
H -0.6584 -0.9918 -1.4707 -0.5 0.4 1.2
H -1.7669 -0.2090 0.9274 -0.4 0.0 -0.6
H -2.2987 -0.6831 2.3214 -0.4 -0.1 -0.2
H -0.8530 0.7834 -1.9877 0.6 -0.3 -1.5
O -1.5455 -0.3512 1.8388 0.9 0.0 0.7
C -0.2438 0.0143 -1.5318 0.2 -0.6 0.2
O 1.3628 0.1547 0.2406 1.8 -1.2 -0.7
H 1.0806 -0.7222 0.5396 -0.4 0.2 0.3
```
Forces are in eV/Å.

The energy above the lowest of the compared OMol25 structures with the same formula, charge and spin comes out at 56.07 kcal/mol. The value obtained for the LUMO energy is 0.8 eV. As for the structure (SMILES): C=CO.O. As for the total energy: -230.19126 Ha. The value obtained for the max |F| is 2.3 eV/A. The value obtained for the orbital gap is 9.1 eV.

Let us look at the Mulliken charges, expressed in e, one per atom:
1 C 0.10
2 H 0.33
3 H 0.36
4 H 0.33
5 H 0.30
6 H 0.24
7 O -0.64
8 C -0.90
9 O -0.44
10 H 0.31

[9]
Density functional theory data (ωB97M-V with the def2-TZVPD basis set) for the molecule C2H6O2.

Geometry as XYZ:
```
10
Properties=species:S:1:pos:R:3:forces:R:3
H 0.3370 1.7986 -0.0361 -0.2 -1.9 -0.1
C 1.0624 -0.3605 -0.1857 -2.5 -0.8 2.6
C -0.0171 0.6901 0.0888 0.8 5.0 4.1
O -1.2702 0.6169 -0.4702 8.2 8.6 -7.1
H 0.8185 -0.8826 -1.0553 -0.7 -1.7 -1.0
O -1.9941 -0.3873 0.2155 -6.6 -10.7 7.0
H 1.1304 -0.9240 0.7933 0.1 -0.2 -1.8
H 1.9877 0.0011 -0.4171 2.4 1.7 -0.2
H -1.8997 -1.2115 -0.3117 -1.3 0.0 -0.1
H -0.1550 0.6592 1.3785 -0.2 -0.1 -3.3
```
Forces are in eV/Å.

The energy above the lowest of the compared OMol25 structures with the same formula, charge and spin comes out at 99.45 kcal/mol. The value obtained for the LUMO energy (spin up / spin down) is 1.0 / -2.5 eV. As for the total energy: -229.92506 Ha. The value obtained for the max |F| is 14.3 eV/A. The spin multiplicity is 3. The value obtained for the orbital gap (spin up / spin down) is 5.9 / 7.6 eV.

Let us look at the Mulliken charges, expressed in e, one per atom:
1 H 0.28
2 C -0.95
3 C -0.11
4 O -0.18
5 H 0.30
6 O -0.47
7 H 0.25
8 H 0.35
9 H 0.31
10 H 0.21

[10]
Density functional theory data (ωB97M-V with the def2-TZVPD basis set) for a cluster of 2 separate species, C2H6O2 in total.

Geometry as XYZ:
```
10
Properties=species:S:1:pos:R:3:forces:R:3
H -0.9415 -0.2518 2.6217 1.2 -0.6 -0.2
C -0.6364 0.7622 0.0797 -3.3 -0.4 -0.1
O -1.2974 -0.1762 0.8890 0.5 1.7 -3.0
H -0.1629 1.5809 0.4587 1.8 1.5 2.3
H 1.8699 -1.0329 -0.6256 -0.2 0.2 0.0
C 1.0521 -0.5403 -1.1495 1.6 -0.8 -2.7
H 1.3698 0.2215 -1.9548 -0.8 -1.2 1.5
H 0.1621 -1.1732 -1.3483 0.6 0.8 0.3
O -0.3578 -0.5353 1.8734 -0.7 0.2 2.0
H -1.0577 1.1451 -0.8443 -0.9 -1.4 -0.2
```
Forces are in eV/Å.

The energy above the lowest of the compared OMol25 structures with the same formula, charge and spin comes out at 70.97 kcal/mol. The value obtained for the LUMO energy (spin up / spin down) is 0.9 / -0.8 eV. As for the total energy: -229.97044 Ha. The value obtained for the max |F| is 3.5 eV/A. The spin multiplicity is 3. The value obtained for the orbital gap (spin up / spin down) is 7.4 / 10.2 eV.

Let us look at the Mulliken charges, expressed in e, one per atom:
1 H 0.34
2 C -0.69
3 O -0.19
4 H 0.43
5 H 0.33
6 C -0.94
7 H 0.29
8 H 0.32
9 O -0.31
10 H 0.41